C21H35BBrF5N2O3 | ωB97M-V/def2-TZVPD

Geometry (Å):
C (1.107689, -1.809380, -3.342691)
C (-0.437786, -1.795712, -3.177239)
C (-1.098452, -0.424055, -3.570087)
C (-0.487605, 0.799081, -2.808857)
C (-1.441110, 1.367967, -1.709136)
C (-1.581806, 0.405584, -0.511401)
C (-0.474775, 0.397156, 0.597504)
C (-0.464924, 1.836488, 1.206374)
C (0.887097, 2.581869, 0.932568)
C (2.076092, 2.024758, 1.791640)
C (2.784698, 0.848588, 1.071615)
N (4.085241, 0.478843, 1.686908)
C (4.521270, -0.751474, 0.978870)
C (5.065795, 1.518282, 1.470374)
C (5.998522, 1.591926, 0.242161)
O (5.188595, 2.355221, 2.306636)
C (-1.086654, -0.752359, 1.520436)
C (-0.893496, -0.607642, 3.072772)
C (-0.662734, -2.120149, 0.907884)
C (0.516451, -2.766522, 1.618300)
O (1.408430, -2.230815, 2.131850)
F (0.510944, -4.126592, 1.585323)
C (-2.577341, -0.310240, 1.349226)
N (-2.846857, 0.348838, 0.251991)
C (-4.178901, 0.897648, -0.078906)
C (-4.439175, 2.171321, 0.781541)
O (-4.400519, 3.228591, 0.339060)
Br (-4.845419, 2.026182, 2.700657)
H (1.623325, -1.279425, -2.515131)
H (1.454951, -2.860750, -3.271925)
H (1.441192, -1.404144, -4.316081)
H (-0.837459, -2.602626, -3.823203)
H (-0.712715, -2.067100, -2.140833)
H (-1.023487, -0.346104, -4.667070)
H (-2.166738, -0.539072, -3.284710)
H (-0.322157, 1.588224, -3.569390)
H (0.503485, 0.580029, -2.364782)
H (-1.101466, 2.383640, -1.435276)
H (-2.436802, 1.475016, -2.184600)
H (-1.607205, -0.585413, -1.024280)
H (0.406370, 0.118073, -0.008283)
H (-1.280177, 2.423396, 0.745154)
H (-0.616472, 1.870440, 2.300502)
H (1.111660, 2.572254, -0.152557)
H (0.738357, 3.634962, 1.245227)
H (1.727888, 1.760383, 2.807903)
H (2.816617, 2.841004, 1.891079)
H (2.149217, -0.049776, 1.174076)
H (2.893943, 1.038796, -0.026089)
H (3.836046, -1.596297, 1.161134)
H (5.563633, -1.022404, 1.221191)
H (4.498126, -0.569412, -0.124745)
H (6.789141, 2.329746, 0.470454)
H (6.523472, 0.646082, 0.023799)
H (5.486076, 1.981827, -0.660187)
H (0.080429, -0.140071, 3.289130)
H (-0.907734, -1.612677, 3.537319)
H (-1.724513, -0.032533, 3.522103)
H (-0.331418, -1.939374, -0.134497)
H (-1.506545, -2.832893, 0.818647)
H (-3.440249, -0.458822, 2.013620)
H (-4.302458, 1.206876, -1.125416)
H (-4.946263, 0.121114, 0.118730)
B (-4.530454, -2.773927, -0.575184)
F (-4.611093, -1.939292, -1.717573)
F (-3.180493, -3.189247, -0.394829)
F (-4.944899, -2.024772, 0.576875)
F (-5.346400, -3.889132, -0.745674)

Cartesian forces (eV/Å) of the 2 atoms listed first:
-0.114 -0.531 0.501
0.360 0.350 -0.493

Properties
2S+1 ... 1
E ... -115778.4817 eV

Löwdin population analysis, charges in e, atoms 1 to 6:
1. C -0.12
2. C -0.24
3. C -0.18
4. C -0.17
5. C -0.12
6. C -0.22

F8KN4Na2O16S8 | ωB97M-V/def2-TZVPD

Geometry (Å):
Na (-0.183992, 0.082019, -0.131509)
Na (1.340888, -2.185481, 3.179731)
K (1.222278, -0.884781, -3.945619)
N (-1.927272, -2.955991, -1.550909)
S (-3.362552, -3.260631, -2.379909)
O (-4.533802, -2.916591, -1.578179)
O (-3.463292, -4.294971, -3.348349)
F (-3.191752, -1.959801, -3.291619)
S (-1.803722, -4.369581, -1.075109)
O (-1.243802, -5.283471, -2.057109)
O (-2.635012, -4.928561, 0.009611)
F (-0.530592, -4.166481, -0.096149)
N (3.630038, -0.915151, 0.200121)
S (4.996058, -1.868701, -0.373049)
O (6.060518, -2.179751, 0.566781)
O (5.198248, -1.629411, -1.794439)
F (4.178278, -3.297571, -0.518259)
S (4.599438, 0.210339, 0.607811)
O (5.517928, 0.838379, -0.342309)
O (5.012138, 0.065119, 1.972601)
F (3.547188, 1.418109, 0.853611)
N (-1.350832, 0.285559, 3.583561)
S (-1.115312, 1.551689, 4.637241)
O (-1.277002, 1.408339, 6.070681)
O (-1.366632, 2.864069, 4.037411)
F (0.544988, 1.373859, 4.566831)
S (-2.776642, -0.124961, 4.088721)
O (-3.733822, 0.733729, 4.779931)
O (-2.837422, -1.515001, 4.492761)
F (-3.298552, -0.080051, 2.565231)
N (-0.172542, 3.244079, -2.374219)
S (0.471578, 4.587459, -2.768719)
O (0.510128, 5.672379, -1.811889)
O (0.453958, 4.952569, -4.140479)
F (2.084348, 4.119179, -2.649019)
S (-1.708122, 3.916129, -2.537599)
O (-2.254062, 3.954449, -3.883049)
O (-2.102652, 4.894899, -1.503479)
F (-2.498622, 2.644589, -2.061649)

Cartesian forces (eV/Å) of the 2 atoms listed first:
-0.437 0.461 0.262
-0.086 0.237 0.181

Properties
2S+1 ... 1
Charge ... -1
E ... -172295.1126 eV

Löwdin population analysis, charges in e, atoms 1 to 6:
1. Na 0.84
2. Na 0.90
3. K 0.95
4. N -0.30
5. S 0.54
6. O -0.27

C29H30CrN5O2S | ωB97M-V/def2-TZVPD

Geometry (Å):
Cr (0.748839, 0.298894, -0.562752)
C (0.037427, -2.807995, -0.749208)
N (0.940628, -1.782489, -1.315530)
C (0.681750, -1.692345, -2.786763)
C (-0.715094, -1.237922, -3.186254)
C (-0.969478, 0.255617, -3.050978)
N (-0.891019, 0.733262, -1.673301)
C (-1.854624, 1.437773, -1.218121)
C (-1.832946, 2.135822, 0.053664)
C (-3.027934, 2.688631, 0.530190)
C (-3.053236, 3.422259, 1.697263)
C (-1.864858, 3.640436, 2.393490)
C (-0.671610, 3.118119, 1.934400)
C (-0.639401, 2.345298, 0.771337)
O (0.531876, 1.841702, 0.375993)
C (2.341168, -2.247444, -1.175174)
C (2.816536, -2.515208, 0.252874)
C (2.536682, -1.370740, 1.241520)
N (2.486658, -0.127641, 0.495027)
C (3.531546, 0.602694, 0.423790)
C (3.728298, 1.657623, -0.539991)
C (4.826530, 2.517290, -0.383046)
C (5.147217, 3.453394, -1.335354)
C (4.373570, 3.514560, -2.500390)
C (3.305929, 2.667889, -2.690207)
C (2.937754, 1.727089, -1.711529)
O (1.897952, 0.954360, -1.934147)
H (0.175110, -3.749212, -1.295112)
H (-1.001474, -2.495270, -0.816804)
H (0.278964, -2.977424, 0.297538)
H (0.861654, -2.691695, -3.201437)
H (1.430255, -1.015927, -3.201926)
H (-1.492960, -1.781991, -2.650987)
H (-0.831781, -1.486424, -4.244126)
H (-1.952005, 0.496078, -3.463535)
H (-0.210579, 0.806849, -3.614161)
H (-2.755937, 1.566253, -1.819178)
H (-3.939058, 2.497036, -0.024519)
H (-3.986427, 3.826835, 2.064744)
H (-1.873461, 4.226184, 3.304363)
H (0.258736, 3.280523, 2.462732)
H (2.972550, -1.489483, -1.639585)
H (2.460511, -3.171462, -1.754442)
H (3.896283, -2.668441, 0.182196)
H (2.400164, -3.446753, 0.638582)
H (3.312341, -1.342985, 2.012631)
H (1.575356, -1.513089, 1.733978)
H (4.374831, 0.383023, 1.086702)
H (5.427178, 2.427355, 0.515847)
H (5.987002, 4.119415, -1.195543)
H (4.618076, 4.237927, -3.268382)
H (2.706137, 2.713383, -3.589984)
S (-5.313601, 0.065667, -0.995060)
C (-4.035648, -0.974507, -0.995050)
N (-3.100495, -1.674561, -0.967187)
N (-0.602114, -0.504866, 0.830334)
C (-1.328861, -0.921332, 1.611340)
C (-2.311583, -1.426569, 2.518142)
C (-3.646092, -1.075388, 2.320372)
C (-4.600752, -1.576842, 3.188692)
C (-4.228356, -2.411289, 4.233367)
C (-2.894208, -2.751489, 4.426494)
C (-1.927754, -2.258885, 3.569610)
H (-3.935218, -0.436160, 1.495608)
H (-5.639326, -1.317783, 3.034165)
H (-4.982513, -2.803805, 4.903114)
H (-2.610592, -3.400574, 5.243860)
H (-0.884525, -2.513241, 3.705799)

Cartesian forces (eV/Å) of the 2 atoms listed first:
-0.185 0.066 -0.097
0.001 -0.013 0.000

Properties
<S²> ... 0.76
2S+1 ... 2
E ... -81363.5914 eV

Löwdin population analysis, charges in e, atoms 1 to 6:
1. Cr 0.79
2. C -0.06
3. N -0.25
4. C -0.18
5. C -0.15
6. C -0.17